Molecular formula: C3H7NO
Method: DFT, ωB97M-V/def2-TZVPD

Last column: Löwdin charge in e.
Cartesian coordinates (Å):
C -1.2352 0.1210 -0.3065  -0.03
C -0.1136 -0.5678 0.9905  -0.03
C 0.9725 0.3098 0.5010  -0.64
N 1.1156 0.1008 -0.8536  0.07
O 1.4483 1.2763 1.0616  0.06
H -2.1371 -0.3696 -0.0276  0.02
H -1.2486 1.2136 -0.1871  0.07
H -1.1415 -0.0001 -1.4295  0.08
H -0.0258 -1.6324 0.7582  0.08
H -0.2315 -0.4985 2.1108  0.12
H 1.1717 -0.8295 -1.2222  0.10
H 1.4251 0.8763 -1.3956  0.10

Forces on the atoms, in the same order (eV/Å):
C -0.37 -0.58 1.70
C -0.95 0.51 -1.41
C 0.37 0.31 -0.67
N 1.96 0.17 -0.06
O -0.26 -0.37 0.11
H -1.25 0.27 0.26
H -0.21 -0.45 0.49
H 0.76 -0.73 1.73
H 0.21 0.21 -0.26
H -0.80 0.51 -1.42
H -0.19 0.06 -0.16
H 0.72 0.10 -0.30

## Properties
Structure (SMILES): CCC(N)=O
HOMO-LUMO gap (Ha): 0.3768
LUMO level (Eh): 0.03257
Relative energy (zero: lowest compared OMol25 entry of this formula, charge and spin) (kJ/mol): 236.8